# 1
{
  "formula": "C46H66BClILuN2O7P3",
  "method": "ωB97M-V with the def2-TZVPD basis set",
  "e_lumo_ev": -2.177,
  "total_charge": 1,
  "symbols": ["Lu", "C", "C", "C", "C", "P", "C", "N", "B", "N", "C", "P", "C", "C", "C", "C", "C", "C", "C", "C", "C", "C", "C", "C", "C", "C", "C", "C", "C", "C", "H", "H", "H", "H", "H", "H", "H", "H", "H", "H", "H", "H", "H", "H", "H", "H", "H", "H", "H", "H", "H", "H", "H", "H", "H", "H", "H", "H", "H", "H", "H", "H", "H", "H", "H", "H", "H", "H", "H", "H", "H", "H", "H", "H", "I", "C", "C", "C", "C", "C", "C", "C", "C", "C", "P", "C", "C", "C", "C", "C", "C", "C", "C", "C", "C", "C", "C", "C", "H", "H", "H", "H", "H", "H", "H", "H", "H", "H", "H", "H", "H", "H", "H", "H", "O", "H", "H", "O", "H", "H", "O", "H", "H", "O", "Cl", "O", "O", "O"],
  "positions_angstrom": [[0.6020, -1.2148, -0.1996], [2.0623, -5.7960, 0.6107], [0.6765, -5.2473, 1.0008], [-0.3564, -6.4205, 1.3178], [0.7644, -4.4988, 2.3577], [-0.0023, -4.1643, -0.3125], [-1.7430, -4.1641, 0.1309], [-2.4367, -2.9395, -0.2200], [-1.8187, -1.6327, -0.0998], [-2.9210, -0.7016, -0.1710], [-2.9031, 0.6747, 0.2280], [-1.9014, 1.1066, 1.7829], [-2.5882, -0.0184, 3.1219], [-2.2670, 0.6895, 4.4488], [-4.0572, -0.3965, 3.0847], [-1.7535, -1.3343, 3.2192], [-2.5531, 2.8803, 2.1302], [-2.3430, 3.5898, 0.7662], [-4.0342, 2.8983, 2.4400], [-1.8011, 3.7134, 3.1011], [-4.1285, -1.4390, -0.3910], [-5.4212, -1.0257, -0.5242], [-6.4839, -1.9345, -0.4800], [-6.1860, -3.2725, -0.5041], [-4.8824, -3.7376, -0.5156], [-3.8273, -2.8146, -0.4619], [0.0651, -4.9984, -2.0453], [1.5370, -4.9934, -2.6146], [-0.8226, -4.1239, -2.9474], [-0.5649, -6.4539, -2.0663], [2.4118, -6.3926, 1.4260], [2.7798, -4.9805, 0.5054], [2.0526, -6.3931, -0.3579], [0.0727, -7.2389, 1.9590], [-0.6237, -6.8922, 0.3570], [-1.2328, -6.0027, 1.9321], [1.0578, -5.2588, 3.0805], [-0.2062, -4.1625, 2.6364], [1.4434, -3.6003, 2.3678], [-1.8428, -4.3760, 1.2016], [-2.2631, -5.0491, -0.2187], [-3.9341, 1.0483, 0.3653], [-2.6248, 1.4392, -0.5402], [-2.9750, 1.4644, 4.6201], [-1.2617, 1.0798, 4.4464], [-2.3712, -0.0639, 5.2268], [-4.2293, -1.2820, 3.6957], [-4.3779, -0.7837, 2.1336], [-4.8478, 0.3267, 3.2819], [-0.7389, -1.1244, 3.5281], [-1.7319, -1.9170, 2.2952], [-2.1302, -1.9609, 3.9935], [-1.3373, 3.2961, 0.3754], [-3.1184, 3.2794, 0.0807], [-2.4942, 4.6452, 0.8497], [-4.6522, 2.2569, 1.7928], [-4.3791, 3.8971, 2.4643], [-4.3174, 2.4780, 3.4001], [-2.2027, 4.7065, 3.1553], [-0.7677, 3.7016, 2.8260], [-1.8010, 3.2475, 4.0618], [-5.6468, 0.0258, -0.6516], [-7.5069, -1.4918, -0.5098], [-6.9742, -3.9763, -0.6082], [-4.7381, -4.7791, -0.3606], [1.8396, -4.0035, -2.9888], [1.6461, -5.7168, -3.4005], [2.1962, -5.3072, -1.8281], [-0.4569, -4.2830, -3.9205], [-1.8886, -4.3532, -2.8386], [-0.6869, -3.0909, -2.6054], [0.0603, -7.0956, -1.4115], [-0.6502, -6.7934, -3.0759], [-1.5287, -6.4604, -1.6016], [-0.2867, 2.8955, -2.5585], [0.0474, 4.7985, -1.6773], [-1.1247, 5.4949, -1.5366], [-1.1119, 6.8740, -1.1984], [0.1023, 7.5156, -1.0718], [1.2779, 6.7863, -1.2964], [2.5100, 7.5786, -1.2573], [3.7154, 6.9993, -1.4614], [3.8261, 5.6187, -1.5460], [2.7218, 4.7911, -1.5040], [2.8656, 3.0566, -0.9099], [3.4789, 2.1056, -2.2626], [3.3114, 2.4950, -3.5882], [3.6313, 1.7250, -4.6581], [4.1270, 0.3913, -4.4931], [4.3361, -0.0137, -3.1732], [3.9895, 0.8058, -2.0350], [4.2107, 2.9246, 0.3744], [5.4857, 2.4044, 0.1120], [6.3818, 2.1595, 1.1566], [5.9950, 2.6421, 2.4437], [4.7440, 3.1978, 2.6961], [3.8597, 3.3899, 1.6738], [1.3891, 5.3657, -1.5029], [-2.0187, 4.9403, -1.6379], [-2.0197, 7.3528, -0.7882], [0.1548, 8.5670, -0.8794], [2.4100, 8.6549, -1.2979], [4.5789, 7.6000, -1.5958], [4.8105, 5.1761, -1.5228], [2.9142, 3.4794, -3.6691], [3.5169, 2.0776, -5.7241], [4.1803, -0.1873, -5.3360], [4.6822, -1.0510, -2.9810], [4.0938, 0.3594, -1.0671], [5.7013, 2.1273, -0.8924], [7.3340, 1.6905, 1.0783], [6.7106, 2.4874, 3.2287], [4.5198, 3.5830, 3.6772], [2.8731, 3.7370, 1.8868], [1.2418, -1.1021, -2.4460], [1.9909, -0.7600, -2.9964], [0.3569, -1.0004, -2.8562], [-1.2243, -0.5108, -3.4099], [-1.9655, -0.3890, -2.7597], [-1.6524, -0.6293, -4.2849], [0.7935, 0.9826, 0.0475], [0.0010, 1.3212, 0.6907], [1.1789, 1.7756, -0.3495], [3.2876, -2.6101, 1.9906], [2.9507, -1.3011, 1.6167], [3.6575, -0.2441, 2.2577], [1.4852, -1.2720, 1.8090], [3.0411, -1.1503, 0.1567]],
  "lowdin_charge": [1.59, -0.08, -0.68, -0.08, -0.09, 1.07, -0.33, -0.03, -0.55, -0.04, -0.31, 1.17, -0.65, -0.10, -0.07, -0.10, -0.68, -0.13, -0.09, -0.09, -0.19, -0.04, -0.08, -0.11, -0.01, -0.14, -0.61, -0.07, -0.10, -0.07, 0.08, 0.08, 0.09, 0.10, 0.05, 0.10, 0.10, 0.05, 0.06, 0.08, 0.09, 0.07, 0.06, 0.05, 0.08, 0.10, 0.09, 0.06, 0.08, 0.07, 0.04, 0.08, 0.05, 0.07, 0.08, 0.08, 0.08, 0.07, 0.09, 0.08, 0.06, 0.11, 0.12, 0.10, 0.10, 0.08, 0.08, 0.03, 0.07, 0.09, 0.03, 0.07, 0.08, 0.05, 1.04, -0.58, -0.20, -0.05, -0.03, -0.15, 0.00, -0.07, -0.07, -0.31, 1.07, -0.40, -0.14, -0.07, -0.06, -0.08, -0.10, -0.32, -0.09, -0.04, -0.06, -0.09, -0.10, -0.18, 0.06, 0.12, 0.11, 0.12, 0.10, 0.12, 0.08, 0.13, 0.07, 0.12, 0.07, 0.08, 0.10, 0.10, 0.11, 0.09, -0.15, 0.08, 0.00, -0.10, 0.07, 0.10, -0.35, 0.02, -0.11, -0.27, 0.71, -0.23, -0.50, -0.43]
}

# 2
{
  "formula": "C5H10NO2",
  "method": "ωB97M-V with the def2-TZVPD basis set",
  "e_lumo_ev": [7.176, 7.087],
  "multiplicity": 2,
  "e_above_lowest_kcal_mol": 76.4,
  "total_charge": -2,
  "symbols": ["C", "O", "C", "C", "C", "C", "O", "N", "H", "H", "H", "H", "H", "H", "H", "H", "H", "H"],
  "positions_angstrom": [[0.0849, -2.1332, 1.2754], [0.5833, -1.9715, 2.4762], [0.6918, -0.9205, 0.1784], [-0.5226, -0.1614, -0.4232], [-0.1608, 0.7972, -1.5783], [-0.6688, 2.2032, -1.2613], [-1.7967, 2.6050, -1.6718], [1.6463, -0.0637, 0.8000], [0.4050, -3.0606, 0.6761], [-1.0056, -2.1028, 1.2251], [1.1140, -1.4361, -0.7019], [-1.3553, -0.8642, -0.6747], [-1.0848, 0.2645, 0.4399], [-0.6088, 0.4056, -2.5362], [0.9278, 0.8448, -1.7993], [0.1374, 2.9173, -0.8948], [2.1604, -0.7047, 1.4098], [1.2428, 0.6253, 1.4199]],
  "nbo_charge": [0.00, -0.96, -0.08, -0.43, -0.51, 0.04, -0.83, -0.87, 0.02, 0.07, 0.12, 0.17, 0.19, 0.14, 0.18, 0.02, 0.37, 0.35]
}

# 3
{
  "formula": "C15H29N3OS",
  "method": "ωB97M-V with the def2-TZVPD basis set",
  "e_lumo_ev": 0.776,
  "smiles": "CCCCC[C@H]1CC[C@H](C(=O)NNC(=S)NCC)CC1",
  "e_above_lowest_kcal_mol": 1.7,
  "symbols": ["C", "C", "C", "C", "C", "C", "C", "C", "C", "C", "O", "N", "N", "C", "S", "N", "C", "C", "C", "C", "H", "H", "H", "H", "H", "H", "H", "H", "H", "H", "H", "H", "H", "H", "H", "H", "H", "H", "H", "H", "H", "H", "H", "H", "H", "H", "H", "H", "H"],
  "positions_angstrom": [[7.0085, 3.3488, 2.9382], [5.5301, 3.5698, 2.6397], [4.8238, 2.3182, 2.1149], [5.2592, 1.9333, 0.7031], [4.5934, 0.6574, 0.1837], [3.0720, 0.7775, -0.0154], [2.2937, 0.0808, 1.1024], [0.7899, 0.2405, 0.9096], [0.3529, -0.3369, -0.4392], [-1.1212, -0.0763, -0.6487], [-1.6575, 1.0131, -0.5418], [-1.8346, -1.1544, -1.0558], [-3.2119, -1.0058, -1.2149], [-4.0280, -2.0331, -0.8839], [-3.4054, -3.5408, -0.5668], [-5.3597, -1.8350, -0.9237], [-6.0320, -0.5640, -1.0777], [-6.0641, 0.2464, 0.2187], [1.1373, 0.3388, -1.5701], [2.6390, 0.1811, -1.3570], [7.4429, 4.2450, 3.3756], [7.1354, 2.5285, 3.6416], [7.5616, 3.1139, 2.0326], [5.0327, 3.8899, 3.5586], [5.4234, 4.3756, 1.9098], [5.0206, 1.4847, 2.7935], [3.7485, 2.5055, 2.1180], [6.3398, 1.7793, 0.6909], [5.0357, 2.7577, 0.0214], [5.0581, 0.4057, -0.7726], [4.8092, -0.1627, 0.8717], [2.7990, 1.8380, -0.0186], [2.5792, 0.4904, 2.0720], [2.5455, -0.9829, 1.1032], [0.5171, 1.2971, 0.9388], [0.2551, -0.2667, 1.7162], [0.5434, -1.4141, -0.4589], [-1.5691, -2.1310, -0.9374], [-3.4691, -0.0292, -1.0904], [-5.9077, -2.6308, -0.6351], [-5.5371, 0.0040, -1.8705], [-7.0525, -0.7746, -1.4042], [-5.0590, 0.4824, 0.5602], [-6.5677, -0.3155, 1.0018], [-6.6006, 1.1774, 0.0589], [0.8756, 1.3986, -1.5886], [0.8473, -0.0976, -2.5287], [3.1699, 0.6786, -2.1714], [2.9024, -0.8792, -1.3829]],
  "nbo_charge": [-0.61, -0.39, -0.40, -0.39, -0.39, -0.22, -0.39, -0.39, -0.30, 0.68, -0.65, -0.46, -0.45, 0.28, -0.30, -0.59, -0.23, -0.62, -0.39, -0.38, 0.21, 0.20, 0.20, 0.20, 0.19, 0.19, 0.20, 0.20, 0.19, 0.20, 0.20, 0.19, 0.21, 0.19, 0.22, 0.21, 0.20, 0.44, 0.43, 0.42, 0.20, 0.21, 0.21, 0.21, 0.22, 0.21, 0.21, 0.21, 0.19]
}

Calculated total energy list, top to bottom, in eV: -148862.092; -10927.052; -33379.607